Below is a molecular structure, C30H50BN7O2P2S3W, with properties calculated with ωB97M-V/def2-TZVPD.

Structure (XYZ):
```
96
Properties=species:S:1:pos:R:3:mulliken_charge:R:1
W -0.064 0.310 -0.238 2.250
C -3.589 -3.197 -0.896 -0.841
N -3.067 -3.032 0.456 0.154
C -3.232 -3.970 1.405 -0.754
C -2.815 -3.396 2.571 -0.492
N -2.327 -2.136 2.316 -0.021
B -1.671 -1.254 3.503 1.030
N -1.824 0.226 3.331 1.118
C -2.835 0.980 3.866 -0.876
C -2.510 2.256 3.639 -0.894
N -1.378 2.275 2.885 0.764
C -0.606 3.497 2.555 -0.950
C -0.934 1.014 2.756 -2.316
S 0.517 0.463 2.022 0.681
C -2.492 -1.937 0.968 0.106
S -2.352 -0.442 0.101 -0.553
H -3.282 -4.118 -1.407 0.321
H -3.152 -2.432 -1.490 0.166
H -4.666 -3.091 -0.742 0.413
H -3.824 -4.812 1.167 0.523
H -2.816 -3.790 3.577 0.510
H -0.541 -1.514 3.521 -0.286
H -2.284 -1.545 4.467 -0.235
H -3.663 0.600 4.399 0.612
H -3.068 3.153 3.847 0.663
H -0.902 3.927 1.570 0.238
H 0.433 3.226 2.424 0.297
H -0.698 4.137 3.425 0.483
C 3.730 1.654 1.220 -1.001
P 3.339 0.954 -0.400 0.854
C 4.145 1.834 -1.722 -1.014
C 3.793 -0.780 -0.460 -0.772
C 2.764 -1.634 -1.292 -1.125
P 1.158 -1.927 -0.437 0.911
C 1.648 -2.735 1.097 -1.277
C 0.341 -3.200 -1.424 -1.163
H 4.792 1.748 1.383 0.503
H 3.343 1.085 2.099 0.111
H 3.379 2.691 1.277 0.356
H 5.213 1.760 -1.681 0.482
H 3.772 2.866 -1.691 0.376
H 3.685 1.421 -2.682 0.164
H 3.911 -1.238 0.558 0.385
H 4.760 -0.860 -1.020 0.500
H 3.234 -2.575 -1.524 0.767
H 2.508 -1.156 -2.307 0.052
H 2.117 -3.682 0.922 0.526
H 0.760 -2.730 1.810 0.157
H 2.340 -2.080 1.617 0.284
H -0.210 -3.850 -0.752 0.443
H 0.978 -3.833 -2.048 0.520
H -0.424 -2.702 -2.044 0.147
N -1.692 3.157 -0.504 -0.791
C -1.111 2.161 -0.357 0.089
C -1.505 2.053 -6.245 -0.912
N -1.727 1.189 -5.151 0.260
N -0.565 0.858 -4.450 0.756
C -1.043 0.582 -3.191 0.037
O -0.211 0.048 -2.286 -0.407
C -2.367 0.890 -3.087 -0.674
C -2.784 1.225 -4.327 0.216
C -4.102 1.752 -4.843 -1.519
C 0.583 0.300 -5.143 -0.780
C 1.663 1.021 -5.547 -0.096
C 2.642 0.410 -6.371 -0.792
C 2.490 -0.888 -6.801 -0.470
C 1.431 -1.619 -6.311 -0.807
C 0.500 -1.036 -5.479 0.125
H -0.596 1.647 -6.753 0.281
H -1.410 3.080 -5.833 0.323
H -2.289 1.986 -7.001 0.373
H -2.808 0.782 -2.111 0.440
H -4.848 1.474 -4.111 0.402
H -4.361 1.309 -5.874 0.373
H -4.069 2.850 -4.943 0.325
H 1.816 2.019 -5.277 0.693
H 3.426 1.040 -6.703 0.503
H 3.153 -1.382 -7.526 0.413
H 1.294 -2.679 -6.587 0.403
H -0.378 -1.605 -5.166 0.459
C 2.289 -0.367 5.257 -0.140
C 2.230 0.977 6.073 -0.712
S 0.937 2.218 5.659 -0.037
O 1.877 1.090 -0.720 -0.754
C -0.453 1.799 6.726 -0.506
C -0.885 0.353 6.632 -0.649
H 3.089 -1.033 5.509 0.527
H 2.333 -0.036 4.196 -0.345
H 1.300 -0.921 5.340 -0.058
H 3.223 1.496 5.795 0.341
H 2.135 0.802 7.136 0.438
H -1.374 2.372 6.401 0.263
H -0.180 2.153 7.750 0.487
H -1.195 0.226 5.571 -0.059
H -1.812 0.178 7.239 0.375
H -0.080 -0.362 6.916 0.308
```

- HOMO-LUMO gap (spin up / spin down): 0.224 / 0.230 hartree
- Charge: +2
- <S²>: 2.019
- 2S+1: 3
- Relative energy (zero: lowest compared OMol25 entry of this formula, charge and spin): 0.000 eV